Molecular formula: C66H141F30N6P8
Method: DFT, ωB97M-V/def2-TZVPD

Bonds (Å) are listed after each position.
Element x y z (Å)
1 C -2.93441 -2.96687 0.87793  C2 1.524, H9 1.090, H10 1.090, H11 1.090
2 C -2.80033 -4.37337 0.30719  C1 1.524, N3 1.518, H12 1.090, H13 1.090
3 N -1.50630 -5.02226 0.76560  C2 1.518, C4 1.323, C7 1.428
4 C -1.09180 -5.33503 1.98220  N3 1.323, C5 1.395, H14 1.080
5 C 0.21567 -5.82006 1.96450  C4 1.395, N6 1.392, H15 1.080
6 N 0.51968 -5.96617 0.61430  C5 1.392, C7 1.371, C8 1.491
7 C -0.56845 -5.60751 -0.13906  N3 1.428, N6 1.371, H16 1.080
8 C 1.88917 -6.31704 0.13919  N6 1.491, H17 1.090, H18 1.090, H19 1.090
9 H -2.17916 -2.33031 0.41697  C1 1.090
10 H -2.70982 -2.94887 1.94439  C1 1.090
11 H -3.92379 -2.54297 0.70606  C1 1.090
12 H -2.80514 -4.36845 -0.78279  C2 1.090
13 H -3.61489 -5.00021 0.67004  C2 1.090
14 H -1.73837 -5.27682 2.84531  C4 1.080
15 H 0.82044 -6.02130 2.83636  C5 1.080
16 H -0.69285 -5.59521 -1.21180  C7 1.080
17 H 2.18568 -5.64211 -0.66371  C8 1.090
18 H 1.86546 -7.38534 -0.07590  C8 1.090
19 H 2.57125 -6.43172 0.98163  C8 1.090
20 C 3.73692 -2.62732 1.02866  C21 1.570, H28 1.090, H29 1.090, H30 1.090
21 C 4.77916 -3.59954 1.68733  C20 1.570, N22 1.442, H31 1.090, H32 1.090
22 N 6.11296 -3.18852 1.32651  C21 1.442, C23 1.427, C26 1.402
23 C 6.79304 -1.98835 1.69091  N22 1.427, C24 1.360, H33 1.080
24 C 7.84525 -1.79804 0.85082  C23 1.360, N25 1.457, H34 1.080
25 N 8.04944 -3.03730 0.11206  C24 1.457, C26 1.395, C27 1.472
26 C 6.99542 -3.87395 0.48014  N22 1.402, N25 1.395, H35 1.080
27 C 9.07248 -3.36824 -0.89331  N25 1.472, H36 1.090, H37 1.090, H38 1.090
28 H 2.93427 -2.45131 1.74482  C20 1.090
29 H 3.41767 -3.06609 0.08332  C20 1.090
30 H 4.16794 -1.65601 0.78605  C20 1.090
31 H 4.61969 -4.67540 1.61525  C21 1.090
32 H 4.72970 -3.52270 2.77349  C21 1.090
33 H 6.29881 -1.20308 2.24362  C23 1.080
34 H 8.41563 -0.89687 0.68065  C24 1.080
35 H 6.94476 -4.85015 0.02092  C26 1.080
36 H 8.74896 -4.05807 -1.67279  C27 1.090
37 H 10.03259 -3.66114 -0.46847  C27 1.090
38 H 9.23240 -2.47797 -1.50154  C27 1.090
39 C 0.41538 0.12841 0.18566  C40 1.534, H47 1.090, H48 1.090, H49 1.090
40 C 1.49365 0.99876 -0.47225  C39 1.534, N41 1.490, H50 1.090, H51 1.090
41 N 1.77669 0.40767 -1.81032  C40 1.490, C42 1.398, C45 1.423
42 C 2.57797 -0.68566 -2.15205  N41 1.398, C43 1.417, H52 1.080
43 C 2.72357 -0.71353 -3.56142  C42 1.417, N44 1.393, H53 1.080
44 N 1.84448 0.24905 -4.05378  C43 1.393, C45 1.413, C46 1.462
45 C 1.33109 1.04250 -3.00372  N41 1.423, N44 1.413, H54 1.080
46 C 1.42718 0.42345 -5.44384  N44 1.462, H55 1.090, H56 1.090, H57 1.090
47 H -0.57715 0.04554 -0.25721  C39 1.090
48 H 0.24896 0.62995 1.13900  C39 1.090
49 H 0.80533 -0.86762 0.39532  C39 1.090
50 H 2.38592 0.97697 0.15343  C40 1.090
51 H 1.27215 2.05397 -0.63210  C40 1.090
52 H 3.16167 -1.16973 -1.38304  C42 1.080
53 H 3.09187 -1.49388 -4.21089  C43 1.080
54 H 0.64125 1.87048 -3.07419  C45 1.080
55 H 2.00653 1.27672 -5.79653  C46 1.090
56 H 0.34325 0.48100 -5.54318  C46 1.090
57 H 1.77390 -0.35452 -6.12403  C46 1.090
58 C -2.61405 -0.83691 9.95842  C59 1.601, H75 1.090, H76 1.090, H77 1.090
59 C -3.35268 -0.19030 8.69359  C58 1.601, C60 1.579, H78 1.090, H79 1.090
60 C -2.44752 0.74349 7.79792  C59 1.579, C61 1.544, H80 1.090, H81 1.090
61 C -2.24691 2.14566 8.41279  C60 1.544, P62 1.837, H82 1.090, H83 1.090
62 P -0.73032 3.05598 7.91811  C61 1.837, C63 1.837, C67 1.765, C71 1.766
63 C -0.43175 4.61529 8.84133  P62 1.837, C64 1.498, H84 1.090, H85 1.090
64 C -1.46290 5.69826 8.74749  C63 1.498, C65 1.595, H86 1.090, H87 1.090
65 C -2.64275 5.59826 9.81574  C64 1.595, C66 1.507, H88 1.090, H89 1.090
66 C -3.64346 6.71483 9.66314  C65 1.507, H90 1.090, H91 1.090, H92 1.090
67 C 0.69574 2.02963 8.09003  P62 1.765, C68 1.501, H93 1.090, H94 1.090
68 C 1.21153 1.78537 9.47881  C67 1.501, C69 1.596, H95 1.090, H96 1.090
69 C 2.34086 0.65842 9.45560  C68 1.596, C70 1.507, H97 1.090, H98 1.090
70 C 1.78733 -0.73517 9.60452  C69 1.507, H99 1.090, H100 1.090, H101 1.090
71 C -0.95773 3.38855 6.19820  P62 1.766, C72 1.558, H102 1.090, H103 1.090
72 C 0.26223 4.09956 5.53925  C71 1.558, C73 1.536, H104 1.090, H105 1.090
73 C 0.03871 4.43939 4.05821  C72 1.536, C74 1.495, H106 1.090, H107 1.090
74 C 0.32703 3.27609 3.16504  C73 1.495, H108 1.090, H109 1.090, H110 1.090
75 H -3.18325 -1.59322 10.49890  C58 1.090
76 H -2.29722 -0.19326 10.77904  C58 1.090
77 H -1.78877 -1.30976 9.42604  C58 1.090
78 H -4.16920 0.28104 9.24060  C59 1.090
79 H -3.76699 -0.97283 8.05790  C59 1.090
80 H -2.91586 0.77538 6.81418  C60 1.090
81 H -1.47174 0.26496 7.71444  C60 1.090
82 H -2.23556 2.22666 9.49972  C61 1.090
83 H -3.19354 2.61174 8.13938  C61 1.090
84 H 0.45495 5.09329 8.42495  C63 1.090
85 H -0.14911 4.40905 9.87365  C63 1.090
86 H -2.04315 5.65915 7.82560  C64 1.090
87 H -0.91323 6.61299 8.96935  C64 1.090
88 H -2.29802 5.52226 10.84699  C65 1.090
89 H -3.29118 4.72731 9.72049  C65 1.090
90 H -4.03474 6.80516 8.64981  C66 1.090
91 H -3.12999 7.66540 9.80757  C66 1.090
92 H -4.60654 6.66658 10.17132  C66 1.090
93 H 1.45636 2.52244 7.48448  C67 1.090
94 H 0.52296 1.15924 7.45705  C67 1.090
95 H 0.48231 1.43371 10.20865  C68 1.090
96 H 1.61905 2.69021 9.92969  C68 1.090
97 H 3.16935 0.84211 10.13967  C69 1.090
98 H 2.77599 0.64562 8.45630  C69 1.090
99 H 2.33925 -1.47614 9.02620  C70 1.090
100 H 0.78135 -0.75209 9.18522  C70 1.090
101 H 1.77606 -1.01504 10.65791  C70 1.090
102 H -1.90236 3.92903 6.13770  C71 1.090
103 H -1.22895 2.49384 5.63782  C71 1.090
104 H 1.21754 3.60056 5.70196  C72 1.090
105 H 0.32410 5.10327 5.95979  C72 1.090
106 H 0.63090 5.28869 3.71747  C73 1.090
107 H -0.97956 4.81269 3.94922  C73 1.090
108 H -0.27206 2.39609 3.39914  C74 1.090
109 H 1.36781 2.95350 3.19358  C74 1.090
110 H -0.03101 3.47352 2.15462  C74 1.090
111 C -11.29301 2.60980 -0.78493  C112 1.508, H128 1.090, H129 1.090, H130 1.090
112 C -10.14599 1.78814 -0.25146  C111 1.508, C113 1.541, H131 1.090, H132 1.090
113 C -9.55572 2.18049 1.11689  C112 1.541, C114 1.514, H133 1.090, H134 1.090
114 C -8.05226 2.05093 0.99943  C113 1.514, P115 1.883, H135 1.090, H136 1.090
115 P -7.18224 2.86961 2.45447  C114 1.883, C116 1.762, C120 1.872, C124 1.752
116 C -5.46134 2.83074 2.07662  P115 1.762, C117 1.567, H137 1.090, H138 1.090
117 C -4.75551 1.44943 2.29567  C116 1.567, C118 1.520, H139 1.090, H140 1.090
118 C -3.23896 1.54579 2.30742  C117 1.520, C119 1.518, H141 1.090, H142 1.090
119 C -2.64555 1.87282 0.94860  C118 1.518, H143 1.090, H144 1.090, H145 1.090
120 C -7.78445 4.63137 2.65195  P115 1.872, C121 1.600, H146 1.090, H147 1.090
121 C -7.63217 5.52456 1.33334  C120 1.600, C122 1.554, H148 1.090, H149 1.090
122 C -6.19022 6.09309 1.21910  C121 1.554, C123 1.481, H150 1.090, H151 1.090
123 C -6.03937 6.97710 0.04014  C122 1.481, H152 1.090, H153 1.090, H154 1.090
124 C -7.54445 1.97461 3.91663  P115 1.752, C125 1.476, H155 1.090, H156 1.090
125 C -6.97155 2.61051 5.11932  C124 1.476, C126 1.508, H157 1.090, H158 1.090
126 C -6.89762 1.70328 6.32175  C125 1.508, C127 1.526, H159 1.090, H160 1.090
127 C -5.79030 2.26258 7.21105  C126 1.526, H161 1.090, H162 1.090, H163 1.090
128 H -11.65976 2.11702 -1.68535  C111 1.090
129 H -11.09609 3.67295 -0.92289  C111 1.090
130 H -12.14976 2.37999 -0.15147  C111 1.090
131 H -9.27662 1.83608 -0.90719  C112 1.090
132 H -10.39995 0.72834 -0.23056  C112 1.090
133 H -9.96811 1.48321 1.84616  C113 1.090
134 H -9.79790 3.18173 1.47320  C113 1.090
135 H -7.56478 2.54964 0.16173  C114 1.090
136 H -7.62765 1.05072 0.91349  C114 1.090
137 H -5.01612 3.61146 2.69335  C116 1.090
138 H -5.38930 3.04901 1.01113  C116 1.090
139 H -5.10641 0.69654 1.58989  C117 1.090
140 H -4.97184 1.10747 3.30778  C117 1.090
141 H -2.91674 0.54174 2.58340  C118 1.090
142 H -2.91548 2.18935 3.12552  C118 1.090
143 H -1.57019 1.88547 1.12619  C119 1.090
144 H -2.89623 2.90202 0.69168  C119 1.090
145 H -2.68028 1.17627 0.11092  C119 1.090
146 H -7.48116 5.20257 3.52935  C120 1.090
147 H -8.83141 4.43264 2.88106  C120 1.090
148 H -8.24422 6.42603 1.36228  C121 1.090
149 H -7.93271 5.01495 0.41787  C121 1.090
150 H -5.54268 5.21629 1.22308  C122 1.090
151 H -5.94437 6.45014 2.21919  C122 1.090
152 H -5.05974 7.04017 -0.43362  C123 1.090
153 H -6.57236 7.92290 0.13755  C123 1.090
154 H -6.61241 6.48213 -0.74391  C123 1.090
155 H -7.20608 0.94516 3.79894  C124 1.090
156 H -8.63001 2.02900 3.99841  C124 1.090
157 H -7.47367 3.55091 5.34657  C125 1.090
158 H -5.94564 2.82582 4.82060  C125 1.090
159 H -6.72560 0.66343 6.04387  C126 1.090
160 H -7.83695 1.84741 6.85559  C126 1.090
161 H -4.81293 2.13455 6.74580  C127 1.090
162 H -5.61924 1.61547 8.07134  C127 1.090
163 H -6.04032 3.25026 7.59846  C127 1.090
164 C 0.01087 -4.11825 -4.49259  C165 1.545, H181 1.090, H182 1.090, H183 1.090
165 C 0.64418 -3.20177 -5.56303  C164 1.545, C166 1.538, H184 1.090, H185 1.090
166 C 1.97851 -3.73019 -6.11718  C165 1.538, C167 1.546, H186 1.090, H187 1.090
167 C 2.43472 -3.28124 -7.52450  C166 1.546, P168 1.870, H188 1.090, H189 1.090
168 P 4.04688 -4.05529 -8.07146  C167 1.870, C169 1.767, C173 1.813, C177 1.873
169 C 5.25061 -3.74917 -6.81407  P168 1.767, C170 1.592, H190 1.090, H191 1.090
170 C 6.75898 -4.16099 -7.11440  C169 1.592, C171 1.513, H192 1.090, H193 1.090
171 C 7.79314 -3.40360 -6.30986  C170 1.513, C172 1.528, H194 1.090, H195 1.090
172 C 9.22050 -3.94754 -6.27359  C171 1.528, H196 1.090, H197 1.090, H198 1.090
173 C 4.71987 -3.22165 -9.53345  P168 1.813, C174 1.508, H199 1.090, H200 1.090
174 C 3.75095 -2.98366 -10.66380  C173 1.508, C175 1.551, H201 1.090, H202 1.090
175 C 2.89030 -1.69366 -10.63564  C174 1.551, C176 1.569, H203 1.090, H204 1.090
176 C 3.66733 -0.45052 -11.19564  C175 1.569, H205 1.090, H206 1.090, H207 1.090
177 C 3.81894 -5.90093 -8.29702  P168 1.873, C178 1.601, H208 1.090, H209 1.090
178 C 3.18150 -6.12927 -9.74820  C177 1.601, C179 1.585, H210 1.090, H211 1.090
179 C 2.65859 -7.62474 -9.80944  C178 1.585, C180 1.494, H212 1.090, H213 1.090
180 C 2.02996 -7.96058 -11.12257  C179 1.494, H214 1.090, H215 1.090, H216 1.090
181 H -0.10695 -5.16685 -4.76582  C164 1.090
182 H -0.99700 -3.76731 -4.27094  C164 1.090
183 H 0.48335 -4.09596 -3.51057  C164 1.090
184 H 0.87845 -2.20698 -5.18408  C165 1.090
185 H -0.00088 -3.03711 -6.42610  C165 1.090
186 H 1.89124 -4.81656 -6.13390  C166 1.090
187 H 2.84659 -3.49291 -5.50217  C166 1.090
188 H 2.36453 -2.20018 -7.64486  C167 1.090
189 H 1.72374 -3.58222 -8.29392  C167 1.090
190 H 4.93128 -4.21039 -5.87951  C169 1.090
191 H 5.14197 -2.68060 -6.62844  C169 1.090
192 H 6.98830 -3.78005 -8.10959  C170 1.090
193 H 6.88583 -5.21949 -7.34151  C170 1.090
194 H 7.47190 -3.39503 -5.26831  C171 1.090
195 H 7.74599 -2.34134 -6.54963  C171 1.090
196 H 9.89152 -3.70310 -7.09705  C172 1.090
197 H 9.44597 -5.00195 -6.11398  C172 1.090
198 H 9.64837 -3.42765 -5.41641  C172 1.090
199 H 5.63641 -3.68903 -9.89348  C173 1.090
200 H 4.99055 -2.26085 -9.09564  C173 1.090
201 H 3.04881 -3.81526 -10.72330  C174 1.090
202 H 4.30059 -3.00098 -11.60491  C174 1.090
203 H 2.42545 -1.47421 -9.67446  C175 1.090
204 H 2.07100 -1.91371 -11.32005  C175 1.090
205 H 3.10506 0.47063 -11.34870  C176 1.090
206 H 4.53143 -0.67034 -11.82263  C176 1.090
207 H 4.32417 -0.19713 -10.36351  C176 1.090
208 H 3.23650 -6.44883 -7.55630  C177 1.090
209 H 4.81912 -6.32851 -8.36709  C177 1.090
210 H 3.90837 -6.02000 -10.55308  C178 1.090
211 H 2.28293 -5.52670 -9.88080  C178 1.090
212 H 1.90270 -7.82078 -9.04898  C179 1.090
213 H 3.42893 -8.34793 -9.54172  C179 1.090
214 H 1.12600 -7.42364 -11.41010  C180 1.090
215 H 1.64437 -8.97925 -11.08104  C180 1.090
216 H 2.77752 -7.90136 -11.91361  C180 1.090
217 P 5.12609 0.55447 -7.11098  F218 1.641, F219 1.606, F220 1.689, F221 1.675, F222 1.643, F223 1.666
218 F 6.02531 -0.71894 -7.62338  P217 1.641
219 F 4.72040 1.13396 -8.55313  P217 1.606
220 F 3.69169 -0.31847 -7.29070  P217 1.689
221 F 4.23790 1.75353 -6.35094  P217 1.675
222 F 5.27853 -0.09783 -5.61106  P217 1.643
223 F 6.50645 1.44111 -6.82047  P217 1.666
224 P -0.42770 2.74701 -8.20147  F225 1.563, F226 1.675, F227 1.606, F228 1.652, F229 1.594, F230 1.649
225 F -1.97524 2.96873 -8.20507  P224 1.563
226 F -0.51021 2.63108 -6.53227  P224 1.675
227 F -0.79356 1.18581 -8.28314  P224 1.606
228 F 1.19249 2.42370 -8.22211  P224 1.652
229 F -0.33957 2.61908 -9.78787  P224 1.594
230 F -0.10750 4.36451 -8.18731  P224 1.649
231 P -0.36936 -1.25004 4.60431  F232 1.635, F233 1.677, F234 1.647, F235 1.598, F236 1.676, F237 1.667
232 F -0.93924 -2.78166 4.64201  P231 1.635
233 F -1.92104 -0.74653 4.99361  P231 1.677
234 F 0.17383 -1.09146 6.15145  P231 1.647
235 F 0.18193 0.24478 4.48445  P231 1.598
236 F 1.19168 -1.79538 4.33043  P231 1.676
237 F -0.67248 -1.13101 2.96974  P231 1.667
238 P 5.78056 1.47381 -0.27300  F239 1.622, F240 1.642, F241 1.624, F242 1.585, F243 1.673, F244 1.646
239 F 6.61783 2.71983 -0.88725  P238 1.622
240 F 4.51091 1.80199 -1.26077  P238 1.642
241 F 6.37368 0.35137 -1.28591  P238 1.624
242 F 4.92355 0.25713 0.27253  P238 1.585
243 F 6.88411 1.01161 0.89693  P238 1.673
244 F 5.15264 2.43243 0.90819  P238 1.646
245 P 0.05019 5.25801 -1.66083  F246 1.658, F247 1.628, F248 1.650, F249 1.632, F250 1.607, F251 1.634
246 F -0.65958 4.13974 -2.65764  P245 1.658
247 F -0.36166 4.23925 -0.45983  P245 1.628
248 F 1.46185 4.42454 -1.85127  P245 1.650
249 F 0.85729 6.46214 -0.91104  P245 1.632
250 F 0.30543 6.08793 -3.01303  P245 1.607
251 F -1.44264 5.91927 -1.59142  P245 1.634

## Properties
**Electronic energy**: -8655.24916 hartree
**Net charge**: +1
**Energy above the lowest of the compared OMol25 structures with the same formula, charge and spin**: 0.0 kJ/mol
**Highest occupied orbital energy**: -10.12 eV

Atomic partial charges in e from the Löwdin method, atoms 1 to 6: -0.06, -0.13, -0.02, -0.04, 0.02, -0.09